Entry 1:
Here is a structure of composition C24H58Cl6F2N7O12S2Tl from OMol25. Energies are from ωB97M-V/def2-TZVPD.

Values from the calculation:
* energy: -167743.300 eV
* net charge: +2
* gap between HOMO and LUMO: 1.8 eV

Cartesian coordinates (Å):
Tl -3.248 1.668 -0.820
N -1.132 -0.126 -0.208
S 0.053 0.344 0.740
O 1.232 0.898 0.138
O 0.136 -0.263 2.048
F -0.704 1.714 1.120
S -0.594 -1.739 -0.393
O -0.905 -2.654 0.697
O 0.567 -1.914 -1.212
F -1.800 -2.020 -1.377
Cl -6.197 -5.069 -1.174
C -5.509 -5.235 0.433
C -4.010 -4.845 0.375
Cl -3.391 -4.601 1.952
H -5.816 -6.252 0.680
H -6.013 -4.567 1.131
H -3.744 -4.024 -0.291
H -3.424 -5.701 0.039
Cl 1.010 -5.046 -4.397
C -0.646 -4.418 -4.130
C -1.679 -5.493 -3.791
Cl -3.111 -4.673 -3.194
H -0.840 -3.746 -4.966
H -0.518 -3.874 -3.194
H -1.282 -6.252 -3.117
H -1.891 -6.048 -4.705
Cl -0.476 -7.072 2.276
C 0.387 -5.450 2.399
C -0.042 -4.613 3.566
Cl 0.307 -5.277 5.268
H 0.336 -4.927 1.443
H 1.414 -5.814 2.391
H -1.103 -4.398 3.439
H 0.522 -3.682 3.512
C 4.517 0.657 1.377
C 5.339 -0.639 1.789
C 4.577 -1.852 2.319
O 6.044 -0.989 0.552
H 3.987 1.122 2.208
H 3.762 0.586 0.593
H 5.131 1.484 1.021
H 5.991 -0.304 2.596
H 5.214 -2.631 2.737
H 4.110 -2.464 1.547
H 3.637 -1.606 2.814
H 6.725 -0.364 0.292
C 3.357 4.446 1.463
C 2.503 3.726 2.439
C 3.028 3.843 3.885
O 1.166 4.184 2.293
H 3.320 5.535 1.504
H 3.089 4.058 0.480
H 4.402 4.162 1.345
H 2.452 2.668 2.183
H 3.907 3.202 3.955
H 2.266 3.569 4.615
H 3.463 4.806 4.151
H 1.099 4.949 2.870
O -1.245 1.594 -2.835
C -0.212 1.365 -3.418
N 0.496 0.373 -3.011
C 0.408 2.457 -4.316
H 1.442 0.182 -3.310
H 0.052 -0.351 -2.465
H 1.462 2.246 -4.495
H 0.379 3.421 -3.809
H -0.336 2.542 -5.109
O -0.996 3.433 -0.598
C -0.319 4.432 -0.754
N 0.929 4.338 -1.326
C -0.787 5.855 -0.502
H 1.363 5.094 -1.836
H 1.339 3.417 -1.264
H -0.951 6.164 -1.534
H -0.106 6.615 -0.118
H -1.717 5.861 0.066
O -3.657 0.024 1.801
C -3.541 -0.468 2.923
N -2.341 -0.723 3.429
C -4.703 -0.787 3.767
H -1.612 -0.151 3.029
H -2.201 -1.447 4.119
H -5.550 -0.297 3.287
H -4.723 -0.442 4.801
H -4.953 -1.848 3.795
O -3.295 3.250 1.615
C -2.884 4.051 2.426
N -1.642 3.912 3.028
C -3.773 5.107 3.015
H -1.041 3.144 2.764
H -1.155 4.623 3.555
H -3.208 5.868 3.554
H -4.497 4.707 3.725
H -4.300 5.607 2.203
O 4.060 -0.834 -3.712
C 4.674 -0.774 -2.602
N 4.063 -1.049 -1.527
C 6.130 -0.257 -2.457
H 4.523 -0.911 -0.639
H 3.148 -1.460 -1.649
H 6.460 0.160 -3.408
H 6.886 -0.959 -2.106
H 6.144 0.549 -1.722
O -3.670 -0.105 -3.169
C -3.541 -0.374 -4.420
N -4.167 0.368 -5.302
C -2.476 -1.349 -4.898
H -3.984 0.421 -6.294
H -4.753 1.124 -4.977
H -2.797 -2.390 -4.873
H -1.633 -1.179 -4.229
H -2.170 -1.128 -5.921

Entry 2:
Here is a structure of composition C4H6NdO2 from OMol25. Energies are from ωB97M-V/def2-TZVPD.

Values from the calculation:
* spin multiplicity: 4
* energy: -23602.620 eV
* <S²>: 3.792
* net charge: +1
* energy above the lowest of the compared OMol25 structures with the same formula, charge and spin: 71.0 kcal/mol
* gap between HOMO and LUMO (spin up / spin down): 5.1 / 5.3 eV

Cartesian coordinates (Å):
O -2.700 -0.094 -0.568
C -1.683 0.756 -0.149
H -2.705 -0.136 -1.530
H -1.944 1.222 0.806
C -0.355 0.501 -0.462
C 0.625 0.255 0.550
C 1.386 -1.083 0.572
O 2.616 -1.010 -0.117
Nd 2.848 0.883 -0.979
H 0.466 0.731 1.531
H -0.852 1.233 -1.408
H 0.745 -1.872 0.127
H 1.552 -1.386 1.627

Entry 3:
Here is the molecule C3H6N2O2 from OMol25. Energies are from ωB97M-V/def2-TZVPD.

Values from the calculation:
* energy: -10281.469 eV
* SMILES: O=C=NCCNO
* energy above the lowest of the compared OMol25 structures with the same formula, charge and spin: 76.8 kcal/mol
* gap between HOMO and LUMO: 10.1 eV

Cartesian coordinates (Å):
C -0.660 -0.613 -0.616
C 0.284 -1.195 0.439
N -0.793 0.884 -0.501
O -1.341 1.317 0.739
N 1.558 -0.565 0.343
C 1.994 0.542 0.160
O 2.718 1.452 0.057
H -2.130 1.838 0.524
H 0.019 1.435 -0.764
H -1.664 -1.018 -0.478
H -0.282 -0.803 -1.622
H -0.132 -1.008 1.435
H 0.430 -2.266 0.283

| no. | largest force on an atom (eV/Å) |
| --- | --- |
| 1 | 6.59 |
| 2 | 4.17 |
| 3 | 2.09 |